No. 1
ORCA calculation (ωB97M-V/def2-TZVPD) on a molecular structure, C26H43N2O2P2SiTl.

Positions of all 77 atoms, in Å:
1 H 4.563 -0.684 -1.200
2 H 2.154 2.473 1.156
3 H -3.126 1.801 3.812
4 C -2.086 -1.318 -3.341
5 H 4.127 0.859 -1.995
6 O 0.976 -1.984 -4.413
7 Tl 0.734 -0.554 -1.076
8 H -3.306 -0.388 -0.724
9 C 4.307 0.371 -1.030
10 H 0.824 -2.857 -4.012
11 H 2.580 -0.108 2.348
12 H 0.629 -6.502 -0.236
13 H 3.491 -1.329 1.407
14 H -2.615 1.253 -0.559
15 H -2.039 2.049 -3.427
16 C 1.733 -3.409 -1.177
17 H 1.389 -1.420 -3.666
18 C -4.217 -0.509 1.725
19 C 0.645 -5.418 -0.356
20 H 3.489 2.776 0.006
21 H 0.327 -0.544 -5.235
22 C -0.055 2.221 2.478
23 C -0.376 -3.237 0.030
24 H -0.611 1.239 -4.163
25 H 1.338 2.736 5.545
26 H -3.652 0.854 -1.989
27 H -2.388 -2.162 -2.703
28 H 4.291 0.211 1.856
29 H -0.789 4.190 -3.643
30 H 1.486 0.238 5.468
31 H -2.211 0.831 4.956
32 H -1.317 -2.166 3.957
33 H -4.314 0.414 1.138
34 H 1.679 -0.537 -2.665
35 C -0.155 3.871 -2.817
36 C 0.988 2.197 4.663
37 H -2.995 -2.717 3.795
38 C -3.023 0.783 4.219
39 C 2.517 2.270 0.131
40 H -3.946 0.520 4.749
41 H -1.895 -2.736 2.397
42 C -0.199 2.521 -2.431
43 C 1.555 4.228 -1.166
44 H 0.508 3.990 3.559
45 C 1.697 -4.809 -1.044
46 H -0.458 2.737 1.609
47 N -1.322 0.230 1.959
48 C 0.686 -2.672 -0.653
49 N 0.590 2.071 -1.442
50 C 0.516 0.101 3.553
51 C -2.183 -2.172 3.291
52 H -2.962 -0.954 -3.896
53 O -0.066 0.305 -5.563
54 C -2.900 0.471 -1.278
55 Si -2.686 -0.428 2.815
56 H 2.271 4.842 -0.623
57 C 1.517 2.855 -0.879
58 H 0.749 5.799 -2.416
59 H -1.205 -5.107 0.720
60 H -1.174 -2.610 0.434
61 H 0.562 -0.989 3.489
62 P -1.461 -0.004 -2.251
63 H 0.637 0.771 -6.034
64 H -5.145 -0.644 2.311
65 C 3.336 -0.249 1.560
66 H -1.306 -1.660 -4.036
67 C 1.052 0.796 4.631
68 C -0.386 -4.639 0.179
69 C 0.709 4.744 -2.151
70 P 2.800 0.455 -0.022
71 C 0.490 2.898 3.558
72 C -1.088 1.544 -3.186
73 H 2.496 -5.407 -1.477
74 H -4.141 -1.366 1.039
75 H 2.560 -2.904 -1.682
76 C -0.320 0.813 2.604
77 H 5.125 0.868 -0.491

Properties
2S+1   1
E_HOMO   -0.210 Eh


No. 2
ORCA calculation (ωB97M-V/def2-TZVPD) on a molecular structure, C26H43N3O4PPdTe2.

Positions of all 80 atoms, in Å:
1 H 1.157 2.408 1.729
2 H -4.170 0.090 -7.180
3 H -5.483 -0.438 -3.719
4 H -5.378 -0.762 -1.497
5 H 0.413 0.031 -3.709
6 C -2.202 3.708 0.785
7 H 6.092 -4.170 2.631
8 C -1.639 1.192 -0.308
9 H 6.347 -2.449 2.960
10 H -1.689 1.963 -3.190
11 H 2.983 -2.602 -1.103
12 H -0.612 3.305 -2.802
13 H 0.060 -0.343 -5.399
14 H 0.210 -1.639 -4.203
15 H -3.579 5.140 1.603
16 C 2.715 -1.744 -1.719
17 H -0.794 -3.405 6.146
18 H -5.570 0.392 -6.144
19 O 3.804 -1.808 3.186
20 C -4.729 -0.279 -6.321
21 H -4.112 0.205 -0.748
22 C -2.217 -0.612 -2.843
23 C -4.405 -0.466 -3.835
24 C 2.765 2.567 0.461
25 H -2.715 2.630 2.563
26 H 2.783 3.660 0.542
27 C -1.739 3.582 -0.515
28 H 4.257 -0.006 1.775
29 C 1.180 -3.113 5.356
30 H -5.139 -1.256 -6.586
31 O 2.058 -0.052 3.340
32 H 1.083 -3.839 4.547
33 C -0.175 -2.588 5.772
34 H -1.971 5.209 2.309
35 C -0.151 -0.625 -4.369
36 C -2.273 0.089 1.908
37 H -2.020 -0.378 -6.203
38 H 0.741 2.306 0.154
39 H 4.745 2.615 1.261
40 C -1.448 2.341 -1.082
41 H 3.531 1.993 2.374
42 C 3.861 1.972 1.333
43 C -2.370 2.552 1.537
44 N 1.446 2.032 0.831
45 P 2.238 -1.532 3.437
46 Te 0.932 -2.752 1.840
47 C -0.924 2.308 -2.492
48 H -2.622 0.395 2.893
49 H 5.489 -2.955 1.494
50 C 4.334 -3.134 3.294
51 H -0.068 1.639 -2.571
52 H -0.679 -2.135 4.917
53 H 4.464 -3.370 4.353
54 H 3.623 -3.844 2.860
55 C 5.647 -3.178 2.549
56 H -3.977 -1.557 -0.796
57 H 1.697 -3.591 6.189
58 Te -1.176 -0.776 -0.985
59 H 3.241 -0.863 -1.359
60 H 2.988 -1.967 -2.752
61 H -1.589 4.474 -1.114
62 C -2.472 -0.434 -5.218
63 H -3.003 -0.615 1.502
64 Pd 1.312 -0.188 1.035
65 C 1.226 -1.562 -1.635
66 C -3.613 -0.584 -2.700
67 O 2.031 -2.036 4.941
68 H -0.070 -1.839 6.556
69 H 4.983 0.515 0.398
70 O 0.449 -2.492 -1.944
71 N 4.150 0.590 0.965
72 H -1.329 -0.451 2.036
73 C -2.095 1.293 1.018
74 N 0.761 -0.362 -1.237
75 C -1.631 -0.555 -4.114
76 H 2.947 2.301 -0.583
77 H -2.251 5.859 0.690
78 C -3.852 -0.385 -5.105
79 C -2.515 5.055 1.376
80 C -4.301 -0.679 -1.361

Properties
2S+1   2
ΔE to the lowest compared entry with this formula, charge and spin   0.0 kcal per mole
E_HOMO (alpha / beta)   -0.241 / -0.258 Eh


Which of these has the lowest 2S+1? C26H43N2O2P2SiTl


Repeat the second record exactly.
ORCA calculation (ωB97M-V/def2-TZVPD) on a molecular structure, C26H43N3O4PPdTe2.

Positions of all 80 atoms, in Å:
1 H 1.157 2.408 1.729
2 H -4.170 0.090 -7.180
3 H -5.483 -0.438 -3.719
4 H -5.378 -0.762 -1.497
5 H 0.413 0.031 -3.709
6 C -2.202 3.708 0.785
7 H 6.092 -4.170 2.631
8 C -1.639 1.192 -0.308
9 H 6.347 -2.449 2.960
10 H -1.689 1.963 -3.190
11 H 2.983 -2.602 -1.103
12 H -0.612 3.305 -2.802
13 H 0.060 -0.343 -5.399
14 H 0.210 -1.639 -4.203
15 H -3.579 5.140 1.603
16 C 2.715 -1.744 -1.719
17 H -0.794 -3.405 6.146
18 H -5.570 0.392 -6.144
19 O 3.804 -1.808 3.186
20 C -4.729 -0.279 -6.321
21 H -4.112 0.205 -0.748
22 C -2.217 -0.612 -2.843
23 C -4.405 -0.466 -3.835
24 C 2.765 2.567 0.461
25 H -2.715 2.630 2.563
26 H 2.783 3.660 0.542
27 C -1.739 3.582 -0.515
28 H 4.257 -0.006 1.775
29 C 1.180 -3.113 5.356
30 H -5.139 -1.256 -6.586
31 O 2.058 -0.052 3.340
32 H 1.083 -3.839 4.547
33 C -0.175 -2.588 5.772
34 H -1.971 5.209 2.309
35 C -0.151 -0.625 -4.369
36 C -2.273 0.089 1.908
37 H -2.020 -0.378 -6.203
38 H 0.741 2.306 0.154
39 H 4.745 2.615 1.261
40 C -1.448 2.341 -1.082
41 H 3.531 1.993 2.374
42 C 3.861 1.972 1.333
43 C -2.370 2.552 1.537
44 N 1.446 2.032 0.831
45 P 2.238 -1.532 3.437
46 Te 0.932 -2.752 1.840
47 C -0.924 2.308 -2.492
48 H -2.622 0.395 2.893
49 H 5.489 -2.955 1.494
50 C 4.334 -3.134 3.294
51 H -0.068 1.639 -2.571
52 H -0.679 -2.135 4.917
53 H 4.464 -3.370 4.353
54 H 3.623 -3.844 2.860
55 C 5.647 -3.178 2.549
56 H -3.977 -1.557 -0.796
57 H 1.697 -3.591 6.189
58 Te -1.176 -0.776 -0.985
59 H 3.241 -0.863 -1.359
60 H 2.988 -1.967 -2.752
61 H -1.589 4.474 -1.114
62 C -2.472 -0.434 -5.218
63 H -3.003 -0.615 1.502
64 Pd 1.312 -0.188 1.035
65 C 1.226 -1.562 -1.635
66 C -3.613 -0.584 -2.700
67 O 2.031 -2.036 4.941
68 H -0.070 -1.839 6.556
69 H 4.983 0.515 0.398
70 O 0.449 -2.492 -1.944
71 N 4.150 0.590 0.965
72 H -1.329 -0.451 2.036
73 C -2.095 1.293 1.018
74 N 0.761 -0.362 -1.237
75 C -1.631 -0.555 -4.114
76 H 2.947 2.301 -0.583
77 H -2.251 5.859 0.690
78 C -3.852 -0.385 -5.105
79 C -2.515 5.055 1.376
80 C -4.301 -0.679 -1.361

Properties
2S+1   2
ΔE to the lowest compared entry with this formula, charge and spin   0.0 kcal per mole
E_HOMO (alpha / beta)   -0.241 / -0.258 Eh